1.
# C3H6O3

A 3-piece molecular cluster, C3H6O3 overall in a non-equilibrium geometry (ωB97M-V/def2-TZVPD, the OMol25 dataset).

- frontier orbital gap (eV) = 10.173
- HOMO level (eV) = -9.68
- LUMO level (eV) = 0.49
- F_max (eV/Å) = 4.310
- spin multiplicity = 1
- energy relative to the best compared isomer or geometry (same formula, charge and spin) (kcal/mol) = 70.84
- structure (SMILES) = C=C=O.C=O.O

Element x y z (Å)
C -1.80 0.91 -1.29
C -1.35 1.44 -0.22
C 0.92 -0.13 3.31
O 1.09 -0.74 -0.19
O 1.52 -1.13 2.98
O -0.85 1.65 0.83
H -1.19 0.14 -1.81
H -2.70 1.30 -1.54
H 0.95 0.17 4.35
H 0.16 0.29 2.68
H 1.37 0.15 0.08
H 0.63 -0.94 0.65

2.
# C5H10BeO3

C5H10BeO3 as an isolated structure in a non-equilibrium geometry (ωB97M-V/def2-TZVPD, the OMol25 dataset).

- frontier orbital gap (eV) = 7.005
- HOMO level (eV) = -6.77
- LUMO level (eV) = 0.24
- F_max (eV/Å) = 3.081
- spin multiplicity = 1
- energy relative to the best compared isomer or geometry (same formula, charge and spin) (kcal/mol) = 0.00

Element x y z (Å)
O 2.56 0.80 0.19
C 0.02 3.34 -0.12
C -0.75 2.30 0.19
O -0.38 1.02 -0.15
C -1.33 -0.02 0.11
C -0.71 -1.31 -0.36
O 0.61 -1.38 0.20
C 1.23 -2.66 0.05
Be 1.22 0.30 0.16
H 0.87 3.25 -0.80
H -0.18 4.30 0.35
H -1.61 2.36 0.85
H -2.25 0.18 -0.45
H -1.55 -0.06 1.19
H -0.64 -1.35 -1.46
H -1.31 -2.16 0.00
H 2.26 -2.56 0.42
H 0.69 -3.40 0.65
H 1.24 -2.95 -1.01

3.
# C5H14

A 2-piece molecular cluster, C5H14 overall in a non-equilibrium geometry (ωB97M-V/def2-TZVPD, the OMol25 dataset).

- frontier orbital gap (eV) = 11.817
- HOMO level (eV) = -10.69
- LUMO level (eV) = 1.13
- F_max (eV/Å) = 5.280
- spin multiplicity = 1
- energy relative to the best compared isomer or geometry (same formula, charge and spin) (kcal/mol) = 43.43
- structure (SMILES) = CCC.CC

Element x y z (Å)
C -0.45 -0.86 -1.68
C 0.23 -0.19 -2.81
H -0.05 -1.81 -1.51
H -0.24 -0.13 -0.91
H -1.43 -0.92 -1.93
H 1.21 0.26 -2.79
H -0.34 0.71 -3.08
H 0.17 -0.90 -3.56
C -0.38 -0.10 1.65
C 1.13 -0.21 1.83
C -0.59 1.36 1.23
H -0.80 -0.90 0.99
H -1.05 -0.34 2.56
H 1.57 0.37 1.12
H -0.65 1.86 2.13
H 1.45 -1.23 1.60
H 1.39 -0.22 2.92
H 0.37 1.72 0.72
H -1.28 1.51 0.39

4.
# C10H7Cl3CoN2O2S3Se

C10H7Cl3CoN2O2S3Se as an isolated structure in a non-equilibrium geometry (ωB97M-V/def2-TZVPD, the OMol25 dataset).

- frontier orbital gap (spin up / spin down) (eV) = 5.849 / 5.721
- HOMO level (spin up / spin down) (eV) = -1.80 / -1.68
- LUMO level (spin up / spin down) (eV) = 4.05 / 4.05
- F_max (eV/Å) = 1.118
- charge = -2
- spin multiplicity = 2
- energy relative to the best compared isomer or geometry (same formula, charge and spin) (kcal/mol) = 0.36

Element x y z (Å)
Co -0.60 1.44 0.71
Cl 4.67 -3.21 2.63
C 3.54 -2.11 1.82
C 2.34 -1.78 2.43
C 1.47 -0.93 1.77
Cl -0.03 -0.48 2.52
C 1.70 -0.38 0.49
O 0.87 0.36 -0.15
C 2.96 -0.74 -0.06
Cl 3.37 -0.08 -1.61
C 3.85 -1.58 0.58
H 2.09 -2.17 3.41
H 4.80 -1.81 0.11
S -0.71 5.56 2.50
C -0.65 4.03 1.81
S 0.67 2.91 1.93
S -1.90 3.30 0.87
C -3.72 -0.90 -1.08
C -2.35 -0.42 -0.71
N -1.36 -0.73 -1.55
O -2.20 0.19 0.37
H -3.74 -1.39 -2.06
H -4.40 -0.05 -1.08
H -4.05 -1.60 -0.31
H -1.59 -0.82 -2.53
H -0.44 -0.32 -1.37
Se -0.69 2.29 -2.91
C -1.66 1.12 -3.96
N -2.25 0.31 -4.56

5.
# C4H11NS

One molecule with the formula C4H11NS in a non-equilibrium geometry (ωB97M-V/def2-TZVPD, the OMol25 dataset).

- frontier orbital gap (eV) = 9.281
- HOMO level (eV) = -8.24
- LUMO level (eV) = 1.04
- F_max (eV/Å) = 3.057
- spin multiplicity = 1
- energy relative to the best compared isomer or geometry (same formula, charge and spin) (kcal/mol) = 22.10
- structure (SMILES) = CSCCCN

Element x y z (Å)
C 2.83 0.58 0.24
C 0.38 -0.78 0.16
C -0.27 0.33 -0.67
C -1.78 0.42 -0.09
H 2.55 0.74 1.35
H 2.38 1.43 -0.32
H 3.95 0.51 0.20
H -0.22 -1.72 -0.07
H 0.20 -0.72 1.28
H 0.21 1.32 -0.65
H -0.24 -0.01 -1.76
H -1.64 1.10 0.79
H -2.52 0.95 -0.71
H -2.83 -0.92 1.00
H -2.82 -1.33 -0.59
N -2.31 -0.89 0.13
S 2.12 -1.02 -0.30

6.
# C5H10O

One molecule with the formula C5H10O in a non-equilibrium geometry (ωB97M-V/def2-TZVPD, the OMol25 dataset).

- frontier orbital gap (eV) = 10.810
- HOMO level (eV) = -9.81
- LUMO level (eV) = 1.00
- F_max (eV/Å) = 1.671
- spin multiplicity = 1
- energy relative to the best compared isomer or geometry (same formula, charge and spin) (kcal/mol) = 43.24
- structure (SMILES) = CC[C@@]1(C)CO1

Element x y z (Å)
C 1.78 0.17 0.51
C 0.91 0.29 -0.74
C -0.54 0.06 -0.42
C -0.94 -1.31 0.08
C -1.41 1.07 0.18
O -1.57 0.53 -1.24
H 1.71 -0.82 0.97
H 1.49 0.91 1.28
H 2.83 0.35 0.26
H 1.20 -0.45 -1.49
H 1.02 1.28 -1.19
H -0.61 -2.06 -0.65
H -0.50 -1.51 1.06
H -2.03 -1.39 0.17
H -1.45 2.14 0.07
H -1.86 0.73 1.14

7.
# C6H9N

One molecule with the formula C6H9N (ωB97M-V/def2-TZVPD, the OMol25 dataset).

- frontier orbital gap (eV) = 7.683
- HOMO level (eV) = -6.70
- LUMO level (eV) = 0.98
- F_max (eV/Å) = 0.526
- spin multiplicity = 1
- energy relative to the best compared isomer or geometry (same formula, charge and spin) (kcal/mol) = 91.74

Element x y z (Å)
C 2.67 0.88 1.77
C 1.71 0.24 0.87
C 0.94 -0.32 0.13
C 0.05 -1.05 -0.80
C -1.37 -1.24 -0.42
C -2.07 0.96 -1.10
N -2.26 -0.29 -0.70
H 2.65 1.97 1.64
H 3.69 0.54 1.56
H 2.44 0.66 2.81
H 0.50 -2.04 -0.98
H 0.06 -0.52 -1.77
H -1.75 -2.15 0.02
H -2.93 1.53 -1.43
H -1.11 1.42 -0.96
H -3.23 -0.59 -0.64

8.
# C24H21O8S3

A 2-piece molecular cluster, C24H21O8S3 overall in a non-equilibrium geometry (ωB97M-V/def2-TZVPD, the OMol25 dataset).

- frontier orbital gap (eV) = 5.520
- HOMO level (eV) = -3.82
- LUMO level (eV) = 1.70
- F_max (eV/Å) = 2.181
- charge = -1
- spin multiplicity = 1

Element x y z (Å)
C -4.67 -0.74 -5.12
C -3.38 -0.38 -4.73
C -2.76 -1.10 -3.71
C -3.39 -2.18 -3.13
C -4.67 -2.56 -3.54
C -5.31 -1.83 -4.53
S -2.47 -3.08 -1.86
O -3.07 -2.79 -0.58
O -2.28 -4.44 -2.32
C -0.95 -2.16 -2.06
C 0.25 -2.66 -1.70
C 1.52 -2.01 -1.98
C 1.80 -0.71 -1.49
C 3.01 -0.09 -1.76
C 3.95 -0.70 -2.60
C 3.70 -2.00 -3.07
C 2.53 -2.67 -2.71
S -1.07 -0.75 -3.15
O -0.19 -0.93 -4.28
O -1.07 0.47 -2.37
H -5.17 -0.17 -5.91
H -2.84 0.45 -5.19
H -5.13 -3.43 -3.07
H -6.32 -2.11 -4.84
H 0.26 -3.66 -1.25
H 1.05 -0.22 -0.87
H 3.21 0.89 -1.32
H 4.87 -0.18 -2.87
H 4.42 -2.50 -3.72
H 2.33 -3.69 -3.03
C -3.47 3.71 2.07
C -2.03 3.81 1.64
O -1.34 2.65 2.16
C -0.03 2.60 1.74
C 0.56 1.40 2.31
S 2.20 0.96 2.22
C 2.76 0.81 3.93
C 3.29 1.92 4.60
C 3.63 1.81 5.95
C 3.49 0.59 6.63
C 3.01 -0.53 5.93
C 2.67 -0.42 4.58
O 2.28 -0.40 1.71
O 3.00 2.01 1.65
O 0.45 3.45 1.00
H -4.03 4.57 1.69
H -3.93 2.80 1.67
H -3.54 3.70 3.16
H -1.95 3.81 0.54
H -1.57 4.72 2.04
H -0.08 0.73 2.86
H 3.44 2.85 4.07
H 4.02 2.68 6.48
H 3.76 0.51 7.68
H 2.91 -1.49 6.44
H 2.34 -1.30 4.03